Computed, not measured: C22H26BaN2O13 as an isolated structure, with the ωB97M-V functional and the def2-TZVPD basis.

```
64
Properties=species:S:1:pos:R:3:forces:R:3:mulliken_charge:R:1
Ba 0.944883 0.685817 -0.388662 -0.20 -0.25 0.08 2.41
O 4.789971 3.202265 -1.518210 -0.06 -0.12 -0.06 -0.83
C 3.940207 2.561392 -0.889777 -0.05 0.26 -0.06 -0.39
O 2.859953 2.060970 -1.344799 0.37 0.09 0.10 -0.59
C 4.241219 2.307686 0.605658 -0.21 -0.16 0.04 0.38
C 4.258501 0.799658 0.952838 0.11 0.16 0.13 -0.14
C 5.079218 0.587847 2.235411 -0.10 0.00 0.02 -0.97
C 4.103106 1.151018 3.308849 -0.01 -0.06 -0.10 -0.95
C 2.893094 1.545279 2.441380 0.17 0.10 0.04 0.34
O 2.927322 0.525331 1.427385 0.16 0.12 -0.03 -0.62
C 3.204244 2.833183 1.664780 -0.12 -0.09 -0.06 -0.09
C 1.946284 3.558050 1.106001 0.05 0.14 0.04 -0.01
O 2.083112 4.764630 0.874716 -0.08 -0.09 -0.03 -0.82
O 0.884426 2.865111 0.980525 0.19 0.16 0.12 -0.77
H 5.220307 2.741836 0.793459 0.04 0.02 0.00 0.40
H 4.489564 0.132395 0.126029 0.00 0.00 -0.01 0.58
H 6.035087 1.110013 2.198791 0.00 0.02 0.01 0.40
H 5.270383 -0.474403 2.390249 -0.02 -0.01 0.03 0.33
H 4.506725 2.003479 3.855974 0.02 0.01 -0.01 0.38
H 3.819351 0.382725 4.028816 0.02 -0.02 0.00 0.33
H 1.923472 1.527823 2.929985 -0.01 0.00 0.01 0.47
H 3.694044 3.564243 2.307549 0.01 0.01 0.03 0.32
O -0.165481 -0.523724 2.164216 -0.13 0.08 -0.20 -0.42
C -1.265576 -0.925669 2.480758 0.04 -0.08 0.15 -0.73
C -2.514091 -0.897882 1.722444 0.25 0.21 -0.34 0.82
C -3.622900 -1.455387 2.322975 -0.27 -0.19 0.26 -0.35
C -4.861237 -1.486615 1.699706 0.32 0.17 -0.24 -0.50
C -4.994184 -0.936420 0.400620 -0.22 -0.16 0.20 -0.37
C -3.926454 -0.378035 -0.219391 0.11 -0.01 0.03 -0.52
C -2.615025 -0.310368 0.395174 -0.16 0.00 0.04 0.02
O -1.663118 0.236736 -0.193723 -0.22 0.06 -0.10 0.02
N -5.984333 -2.063713 2.358123 -0.15 0.00 0.10 1.00
O -5.843237 -2.531244 3.486349 0.04 0.01 -0.07 -0.68
O -7.070022 -2.065854 1.779075 0.07 -0.01 -0.02 -0.68
H -1.388168 -1.392973 3.483165 -0.04 -0.01 0.00 0.21
H -3.537031 -1.885773 3.314549 0.03 0.01 -0.02 0.44
H -5.965567 -0.980668 -0.072779 0.02 0.02 -0.04 0.49
H -4.014125 0.035385 -1.216553 0.00 -0.01 0.01 0.27
C -0.920872 -4.072966 -0.362389 0.02 0.06 -0.05 -1.39
C -0.185144 -3.566574 -1.604031 0.01 0.11 0.07 1.98
C 0.006840 -4.680100 -2.621683 -0.01 0.04 0.01 -1.86
O -0.956703 -2.534046 -2.208020 -0.05 0.02 -0.02 -0.62
C 1.194831 -3.020974 -1.121182 -0.03 0.03 -0.15 0.01
O 2.073824 -3.850234 -0.873005 0.00 0.10 0.09 -0.79
O 1.254081 -1.754772 -1.008978 0.01 -0.53 -0.11 -0.71
H -1.917201 -4.433364 -0.634128 0.02 0.01 -0.01 0.41
H -1.032783 -3.247924 0.344988 -0.02 -0.06 0.03 0.04
H -0.352451 -4.878153 0.106146 -0.03 0.01 0.03 0.36
H -0.956802 -5.141074 -2.859862 0.02 0.02 -0.01 0.39
H 0.690630 -5.427508 -2.222484 -0.02 -0.03 -0.03 0.34
H 0.428531 -4.258675 -3.536102 0.02 -0.06 0.00 0.38
H -0.458322 -1.711810 -2.058026 0.05 -0.11 0.03 0.22
C -2.878306 2.788011 -2.787438 0.03 -0.04 0.02 -0.90
N -1.515376 2.330776 -2.899166 0.20 0.08 0.09 0.24
C -0.462437 3.292156 -2.583330 0.00 -0.09 -0.01 -0.99
C -1.224618 1.024260 -3.044271 0.08 -0.09 -0.01 -0.05
O -0.097953 0.549977 -3.007618 -0.22 0.06 -0.07 -0.62
H -3.071795 3.589546 -3.505206 -0.01 0.02 0.01 0.30
H -3.073083 3.163178 -1.779468 -0.02 -0.01 0.00 0.29
H -3.562583 1.964498 -2.989552 0.01 0.00 0.00 0.32
H -0.500333 4.127448 -3.285582 -0.03 0.01 0.02 0.29
H 0.509882 2.810505 -2.671195 0.01 0.03 -0.04 0.38
H -0.568636 3.673896 -1.564724 -0.01 -0.02 0.02 0.39
H -2.107153 0.389750 -3.215379 -0.02 0.04 0.00 0.40
```
Positions in Å, forces in eV/Å.

Computed properties:
**LUMO energy**: 4.1 eV
**E**: -53532.9581 eV
**ΔE to the lowest compared entry with this formula, charge and spin**: 0.361 eV
**M**: 663.78 g mol⁻¹
**Multiplicity**: 1
**Gap between HOMO and LUMO**: 7.3111 eV
**Net charge**: -2